3 unconnected molecules or ions with the total composition C36H73N7O6P2S, computed with ωB97M-V/def2-TZVPD.

```
125
C36H73N7O6P2S ωB97M-V/def2-TZVPD
C -4.868 -1.867 2.008
C -4.290 -2.193 0.755
C -2.904 -2.945 0.528
C -1.616 -1.994 0.425
C -1.689 -0.941 -0.819
O -0.309 -0.468 -0.974
C 0.052 -0.374 -2.370
C 1.377 0.569 -2.453
C 1.026 2.061 -2.995
C 2.586 -0.117 -3.271
C 3.495 0.953 -4.093
C 3.544 -0.866 -2.193
C -2.584 0.357 -0.492
N -2.356 1.492 -1.452
C -3.499 1.766 -2.095
C -3.759 1.313 -3.631
C -4.727 2.540 -1.400
S -2.230 0.951 1.249
O -3.372 1.883 1.625
O -0.960 1.749 1.182
O -2.162 -0.337 2.334
C -1.189 -1.290 1.818
C -0.699 -2.374 2.930
C 0.922 -2.375 2.915
C 1.667 -2.986 1.694
C 3.232 -2.976 1.601
C 4.052 -2.325 2.755
C 3.270 -1.753 3.961
C 4.141 -1.112 5.151
C 1.720 -1.737 4.091
H -4.578 -2.365 2.995
H -5.621 -1.013 2.040
H -4.914 -1.921 -0.172
H -2.961 -3.541 -0.457
H -2.752 -3.716 1.359
H -0.728 -2.685 0.155
H -2.018 -1.489 -1.766
H 0.305 -1.371 -2.870
H -0.741 0.157 -2.998
H 1.765 0.723 -1.379
H 0.791 2.093 -4.109
H 0.163 2.436 -2.335
H 1.925 2.734 -2.721
H 2.234 -0.922 -4.002
H 3.801 1.833 -3.410
H 2.897 1.370 -4.986
H 4.460 0.469 -4.502
H 3.673 -0.251 -1.225
H 3.043 -1.851 -1.857
H 4.595 -1.071 -2.587
H -3.693 0.062 -0.642
H -4.880 1.469 -3.864
H -3.572 0.186 -3.776
H -3.170 1.967 -4.358
H -5.623 1.834 -1.280
H -4.446 3.059 -0.424
H -5.084 3.378 -2.114
H -0.237 -0.678 1.573
H -1.047 -1.980 3.944
H -1.108 -3.418 2.735
H 1.134 -3.469 0.800
H 3.740 -3.414 0.674
H 5.184 -2.317 2.635
H 4.982 -1.820 5.463
H 4.597 -0.150 4.738
H 3.470 -0.844 6.041
H 1.201 -1.277 4.995
C 9.329 -3.488 1.146
N 9.349 -4.146 2.439
C 9.547 -3.142 3.489
P 8.205 -5.347 2.899
O 6.985 -4.416 2.770
N 7.721 -6.389 1.624
C 8.251 -6.395 0.278
C 6.292 -6.700 1.573
N 9.576 -6.442 3.121
C 10.954 -6.282 2.696
C 9.271 -7.799 3.558
H 10.169 -2.791 1.061
H 8.402 -2.941 0.960
H 9.499 -4.194 0.335
H 9.788 -3.635 4.436
H 8.651 -2.531 3.637
H 10.388 -2.483 3.255
H 7.878 -5.551 -0.310
H 7.964 -7.316 -0.245
H 9.341 -6.396 0.265
H 5.725 -5.907 1.068
H 5.883 -6.827 2.577
H 6.111 -7.640 1.041
H 11.050 -6.224 1.606
H 11.578 -7.122 3.023
H 11.414 -5.397 3.139
H 9.282 -8.496 2.714
H 8.283 -7.846 4.024
H 9.986 -8.146 4.310
C -6.093 6.605 -1.056
N -6.909 7.329 -2.012
C -6.040 8.100 -2.905
P -8.227 6.609 -2.852
O -7.363 5.545 -3.555
N -9.126 5.474 -1.930
C -8.927 5.161 -0.531
C -9.514 4.253 -2.638
N -9.256 7.847 -2.119
C -8.959 8.756 -1.029
C -10.674 7.808 -2.456
H -5.339 7.268 -0.618
H -5.585 5.744 -1.497
H -6.675 6.279 -0.197
H -6.636 8.818 -3.479
H -5.509 7.452 -3.610
H -5.306 8.682 -2.341
H -8.039 4.541 -0.374
H -9.789 4.613 -0.133
H -8.860 6.058 0.085
H -8.699 3.518 -2.650
H -9.793 4.472 -3.670
H -10.388 3.787 -2.171
H -8.755 8.230 -0.090
H -9.794 9.439 -0.832
H -8.111 9.404 -1.262
H -11.255 7.332 -1.659
H -10.841 7.248 -3.379
H -11.071 8.814 -2.626
```

Values from the calculation:
E_LUMO = -0.9 eV
calculated total energy = -3330.4836 Eh
frontier orbital gap = 7.2 eV
structure (SMILES) = C=CC[C@H]1[C@H](OC[C@H](C)C(C)C)[C@H](N=C(C)C)S(=O)(=O)O[C@H]1Cc1cccc(C)c1.CN(C)P(=O)(N(C)C)N(C)C.CN(C)P(=O)(N(C)C)N(C)C
2S+1 = 1